This record from the OMol25 dataset describes a 2-piece molecular cluster, C2H4N2O overall. The level of theory is wB97M-V/def2-TZVPD.

The total charge is 0. The HOMO energy is -9.84 eV. The molar mass comes out at 72.07 g mol⁻¹. As for the SMILES: C=NO.C#N.

Last column: Mulliken charge in e.
CARTESIAN COORDINATES (ANGSTROEM)
C  -2.19  -0.43  -0.51  -0.23
C  1.90  0.60  0.24  0.01
N  -2.34  0.52  0.28  -0.31
N  1.06  0.50  -0.49  -0.27
O  -1.40  1.51  -0.06  -0.37
H  -1.57  -0.51  -1.35  0.36
H  -2.70  -1.48  -0.28  0.21
H  2.71  0.57  0.95  0.26
H  -1.32  2.28  0.56  0.33